{
  "formula": "C3H4N3O2",
  "method": "ωB97M-V/def2-TZVPD",
  "lumo_energy_ev": 4.275,
  "total_charge": -1,
  "gap_ev": 6.9,
  "elements": ["O", "N", "C", "C", "C", "O", "N", "N", "H", "H", "H", "H"],
  "xyz": [[-2.1303, 2.1677, 0.3383], [-0.9463, 2.0666, 0.3220], [-0.3370, 0.6488, -0.4999], [-0.7074, -0.7536, -0.8862], [-0.1898, -1.6735, -0.0160], [-0.1455, -2.9396, 0.0556], [0.5623, -0.8673, 0.9717], [0.9007, 0.3866, 0.3102], [-0.3426, 1.3239, -1.3637], [-1.5877, -0.8589, -1.4693], [1.3289, -1.2223, 1.5424], [0.9083, 1.1357, 0.9871]]
}

{
  "formula": "C3H3CuFO3",
  "method": "ωB97M-V/def2-TZVPD",
  "s_squared": 0.76,
  "lumo_energy_ev": [-1.270, -1.786],
  "gap_ev": [8.5, 8.1],
  "multiplicity": 2,
  "elements": ["C", "C", "F", "H", "H", "H", "O", "C", "O", "O", "Cu"],
  "xyz": [[-0.8463, -1.0971, -1.2031], [-1.0208, -1.6347, -0.0068], [-0.9865, 0.2510, -1.3938], [-0.7317, -1.6194, -2.1514], [-1.0180, -2.7195, 0.0835], [-1.0467, -1.0298, 0.9003], [1.6465, 1.9771, 2.3697], [1.1332, 1.5833, 1.2608], [0.3606, 2.3768, 0.6582], [1.5886, 0.5245, 0.7617], [0.9211, 1.3876, -1.2791]]
}

{
  "formula": "C4H6BrNO2S2",
  "method": "ωB97M-V/def2-TZVPD",
  "lumo_energy_ev": [-1.151, -1.152],
  "gap_ev": [8.0, 8.0],
  "elements": ["N", "S", "O", "O", "C", "C", "C", "C", "S", "Br", "H", "H", "H", "H", "H", "H"],
  "xyz": [[-0.7744, -1.9416, 1.2147], [-1.1067, -1.1901, -0.2469], [-2.5559, -1.2226, -0.3985], [-0.3520, -1.9473, -1.1750], [-0.8022, 0.5713, -0.0933], [-0.0170, 1.3996, -1.0692], [0.6884, 1.3648, 0.2056], [2.0420, 0.8754, 0.3473], [3.5794, 1.6619, 0.3877], [2.0977, -1.0435, 0.1883], [-0.3254, -2.8241, 0.9472], [-1.6474, -2.1459, 1.6707], [-1.7167, 1.0582, 0.3929], [-0.4159, 2.3000, -1.4356], [0.6167, 0.9315, -1.8121], [0.6893, 2.1526, 0.8762]]
}

{
  "formula": "C4H12N2",
  "method": "ωB97M-V/def2-TZVPD",
  "lumo_energy_ev": 0.986,
  "gap_ev": 10.3,
  "elements": ["N", "C", "C", "C", "C", "N", "H", "H", "H", "H", "H", "H", "H", "H", "H", "H", "H", "H"],
  "xyz": [[1.9105, 1.3019, -0.7515], [1.1923, 0.9370, 0.4836], [0.9940, -0.5645, 0.5804], [-0.1123, -1.2011, -0.3020], [-1.3607, -0.3536, -0.4414], [-2.1601, -0.3194, 0.7815], [1.3884, 0.9484, -1.5547], [1.7677, 2.2946, -0.9602], [0.2520, 1.5109, 0.5633], [1.7580, 1.2945, 1.3499], [1.9625, -1.0277, 0.3801], [0.7675, -0.7955, 1.6281], [-0.2050, -2.2111, 0.0854], [0.2863, -1.2274, -1.3156], [-0.9977, 0.6292, -0.7574], [-1.9172, -0.7245, -1.3113], [-2.8577, -1.0463, 0.6985], [-2.6685, 0.5546, 0.8433]]
}

{
  "formula": "C4H10O2",
  "method": "ωB97M-V/def2-TZVPD",
  "lumo_energy_ev": 0.622,
  "gap_ev": 8.5,
  "elements": ["C", "C", "C", "O", "C", "O", "H", "H", "H", "H", "H", "H", "H", "H", "H", "H"],
  "xyz": [[0.8729, -1.6220, 0.9892], [0.1526, -0.3512, 1.4458], [0.5856, 0.9815, 0.9104], [0.2908, 0.7452, -1.0383], [-1.1258, 0.7975, -1.2253], [-1.4475, 1.4149, -2.4238], [0.5150, -2.5109, 1.5223], [0.7244, -1.7875, -0.0841], [1.9522, -1.5343, 1.1611], [-0.9382, -0.4757, 1.3768], [0.3391, -0.1862, 2.5237], [1.6815, 0.8879, 0.7492], [0.5972, 1.6579, -1.1653], [-1.5647, 1.3905, -0.4193], [-1.4579, -0.2452, -1.1725], [-1.1769, 0.8376, -3.1498]]
}

{
  "formula": "C4H11N3",
  "method": "ωB97M-V/def2-TZVPD",
  "lumo_energy_ev": 1.028,
  "gap_ev": 10.6,
  "elements": ["H", "N", "C", "N", "H", "H", "H", "C", "N", "C", "C", "H", "H", "H", "H", "H", "H", "H"],
  "xyz": [[-2.5136, 1.5274, -1.1698], [-2.9321, 0.6277, -1.0419], [-2.0873, -0.2655, -1.3759], [-2.4356, -1.5979, -1.4540], [-1.0814, 0.0132, -1.6908], [-1.8412, -2.2511, -0.9620], [-3.4268, -1.7159, -1.2832], [-0.1258, -0.5200, 1.3762], [0.8784, -0.5847, 0.6188], [1.5124, 0.6709, 0.2662], [2.9431, 0.7030, 0.8112], [-0.5776, 0.4338, 1.6690], [-0.6739, -1.4192, 1.6417], [1.5584, 0.7178, -0.8248], [0.9497, 1.5472, 0.6147], [3.4597, 1.6021, 0.4783], [2.9386, 0.6896, 1.8995], [3.4550, -0.1783, 0.4268]]
}

no.,calculated total energy (eV),strongest force on any atom (hartree/bohr)
1,-11737.276,0.0667
2,-56655.899,0.0281
3,-101539.794,0.0837
4,-7322.395,0.0334
5,-8401.037,0.0070
6,-8795.678,0.0164